(1)
Formula: CH6O2Si
Source: OMol25
Level of theory: wB97M-V/def2-TZVPD

Computed properties:
Gap between HOMO and LUMO, hartree: 0.4046
Lowest unoccupied orbital energy, eV: 0.594
Electronic energy, hartree: -481.691218
SMILES: CO[SiH2]O

```
10
Properties=species:S:1:pos:R:3:forces:R:3
C 0.10595 -0.20988 1.45352 1.8910 -0.8293 1.9087
O -1.23611 0.33156 -2.00294 -1.8097 -1.8431 0.1580
O 0.79733 -0.19587 0.22772 -1.0151 -0.1327 -1.6313
Si 0.12890 0.50741 -1.15231 1.6884 0.5703 0.1581
H 0.68007 0.43259 2.19359 -0.8483 -0.7758 -0.7629
H -0.87866 0.10454 1.36210 -1.8996 1.1617 -0.1718
H -0.02361 -1.24294 1.89039 0.7062 0.7969 -0.5880
H -1.61110 -0.53902 -2.08261 -0.4070 -0.5664 -0.5775
H -0.37712 1.81680 -0.97370 0.8339 1.7981 1.1938
H 1.08030 0.32749 -2.24114 0.8603 -0.1796 0.3130
```
Positions in Å, forces in eV/Å.


(2)
Formula: C6H16OSi2
Source: OMol25
Level of theory: wB97M-V/def2-TZVPD

Computed properties:
Gap between HOMO and LUMO, hartree: 0.2819
Lowest unoccupied orbital energy, eV: -0.932
Electronic energy, hartree: -892.404002

```
25
Properties=species:S:1:pos:R:3:forces:R:3
C -0.09453 0.54891 -0.90338 -0.9750 1.7436 0.6541
C 0.24914 2.06719 -1.03216 2.0939 -0.2235 -0.4393
C -2.70920 0.30907 1.28823 0.8112 0.3608 1.0780
C -2.20004 -1.85416 -0.58374 -0.5621 0.8614 -2.6084
C 2.17788 -1.47026 -0.70796 -0.8270 -0.5853 -1.3606
C 2.33435 1.04497 1.15550 -0.3208 -0.0541 0.4119
O 0.41043 -1.04635 1.50097 -2.7066 -1.2167 1.4059
Si -1.63236 -0.08626 -0.20500 0.2818 -2.4584 2.7070
Si 1.19659 -0.36515 0.40368 2.1961 2.5463 -0.9410
H 0.00563 0.11728 -1.86313 0.1536 -0.7972 -1.0876
H -0.46559 2.78500 -1.54078 0.8818 -1.1446 0.3904
H 1.30217 1.99792 -1.54406 -2.0617 0.7346 0.3515
H 0.56167 2.46560 -0.06051 -0.6334 0.1158 -0.0991
H -3.74052 0.13043 1.01574 -0.3103 -0.3083 0.0114
H -2.45088 -0.19152 2.29471 -0.0940 0.0104 -2.0167
H -2.65588 1.33265 1.58984 0.0025 1.0465 -0.0092
H -1.44605 -2.48894 -0.16355 0.4711 -0.5043 0.1614
H -3.19886 -2.19422 -0.32328 -0.0167 0.4638 0.9354
H -2.30055 -2.00736 -1.69460 0.8518 -0.0272 0.7128
H 2.08441 -1.20609 -1.80733 -0.0598 -0.4524 1.1563
H 3.25046 -1.43927 -0.50536 -0.1693 -0.4965 0.2861
H 1.63648 -2.45638 -0.48388 1.3068 0.9697 -0.5802
H 2.52008 1.94801 0.55891 0.2524 -0.3728 -0.0519
H 1.86053 1.42137 2.08874 -0.0448 -0.3036 -0.5133
H 3.30467 0.63754 1.52237 -0.5217 0.0919 -0.5547
```
Positions in Å, forces in eV/Å.


(3)
Formula: C49H73N5O6
Source: OMol25
Level of theory: wB97M-V/def2-TZVPD

Computed properties:
Gap between HOMO and LUMO, hartree: 0.3629
Lowest unoccupied orbital energy, eV: 0.463
Electronic energy, hartree: -2635.866168
SMILES: c1ccncc1.c1ccncc1.c1ccncc1.c1ccncc1.c1ccncc1.C1CCOC1.C1CCOC1.C1CCOC1.C1CCOC1.C1CCOC1.C1CCOC1

```
133
Properties=species:S:1:pos:R:3:forces:R:3
C 2.37935 3.90140 0.78197 0.1598 0.6879 -0.6441
C 3.68013 3.20588 1.02769 0.8086 -1.1133 0.6274
C 3.18227 1.79713 1.50531 0.4106 2.2130 -0.1711
O 1.90096 2.08024 2.06924 -0.9285 -1.3218 0.2844
C 1.47012 3.42027 1.90914 1.1438 0.5214 -1.3407
H 2.08868 3.54255 -0.20537 -0.7170 -0.2627 0.2215
H 2.48009 4.96861 0.58443 -0.0686 0.2072 0.6347
H 4.30998 3.60684 1.82180 -0.1391 0.4339 0.0119
H 4.27488 3.17069 0.11493 0.0816 -0.1577 0.0577
H 3.78836 1.40491 2.32196 0.1675 -0.2747 -0.3782
H 3.16720 1.16433 0.61793 -0.4790 -0.5389 0.2478
H 1.64220 3.96200 2.83920 -0.1595 0.1669 0.0711
H 0.44232 3.52594 1.56193 -0.2539 -0.5118 0.4340
C -0.85521 1.05490 3.97528 -0.4068 0.7976 0.7692
C -2.08761 1.94370 4.14103 -0.8088 1.1292 -0.5704
C -2.98327 1.37534 5.26422 2.0088 -1.1706 -1.1023
O -2.12652 0.24908 5.72504 -0.5568 0.0069 0.7739
C -0.74979 0.47955 5.37121 -0.4566 0.6494 -0.2930
H -0.00326 1.68694 3.72466 0.1443 -0.4184 -0.3510
H -1.03669 0.24220 3.27195 0.1653 0.1139 -0.1551
H -2.61022 2.11619 3.20017 -0.2198 -0.2856 -0.0444
H -1.81943 2.95072 4.46056 0.4774 0.0483 -0.0341
H -3.93994 0.98216 4.92030 0.2159 -0.2941 0.0086
H -3.19004 2.16833 5.98291 0.2928 -0.3946 0.5885
H -0.07229 -0.37431 5.36612 -0.8477 -0.7439 0.2960
H -0.28738 1.16480 6.08163 -0.0717 0.4449 0.0574
C -1.45395 0.78819 -5.27903 0.3648 1.0515 0.6043
C -0.12617 0.50023 -5.97936 -1.3164 -1.5521 1.2913
C -0.54042 0.69965 -7.39434 1.4827 1.1053 -0.3028
O -1.53359 1.71667 -7.38391 0.9293 0.1366 -1.2757
C -1.86797 2.02258 -6.06409 -2.0116 -1.3517 0.1652
H -1.38741 1.07621 -4.22988 0.1270 -0.4615 0.0864
H -2.15254 -0.03630 -5.42147 -0.0421 0.0634 0.0622
H 0.08880 -0.56341 -5.87659 0.7985 0.1551 0.4415
H 0.65805 1.18361 -5.65362 0.0899 -0.2562 -0.0263
H -0.86888 -0.21677 -7.88463 -0.1575 0.1926 -0.1122
H 0.40090 1.08406 -7.78709 -0.2941 -0.0489 -1.3643
H -2.95381 2.05000 -6.15514 -0.1975 0.7451 0.7835
H -1.45713 2.92895 -5.61932 0.2684 0.2536 -0.4050
C 0.22501 4.09173 -2.90098 -1.2719 -0.9797 -0.7872
C 0.44363 5.44494 -2.31579 0.5372 1.2861 0.4508
C 1.94680 5.62250 -2.50253 -0.5269 0.8507 1.8052
O 2.45201 4.34212 -2.36153 1.4069 -1.5015 -0.3107
C 1.52342 3.32630 -2.80275 0.8183 1.2833 -0.2331
H -0.02339 4.24349 -3.95140 -0.2852 -0.3599 -0.1044
H -0.54564 3.52106 -2.38277 -0.2654 0.1495 -0.2585
H 0.18647 5.48648 -1.25738 0.0550 -0.0702 0.0556
H -0.05298 6.28232 -2.80596 -0.4482 -0.2816 -0.0916
H 2.36941 6.16272 -1.65537 0.0086 0.3139 0.0977
H 2.21275 6.24485 -3.35696 0.1506 -0.6948 -0.7793
H 1.48385 2.49540 -2.09839 0.1560 0.1342 0.1821
H 1.89562 2.97794 -3.76619 -0.2210 -0.2944 -0.1110
C -0.36096 -1.24911 -1.01840 0.2712 -1.3252 0.3701
C -0.04503 -0.84769 0.46589 -0.9702 0.5041 -1.2952
C -0.68511 0.57184 0.43204 0.5657 -0.4188 0.4441
O -0.40745 1.06348 -0.87220 1.4941 1.6551 0.6350
C -0.50392 0.02097 -1.79669 -1.6667 0.4189 -0.0219
H -1.29969 -1.80244 -1.04531 0.0222 -0.1150 0.0600
H 0.37649 -1.84366 -1.55764 0.1936 -0.4227 0.5942
H 1.02409 -0.82864 0.67736 -0.0627 0.2859 -0.0687
H -0.51756 -1.50920 1.19199 -0.0564 -0.0385 -0.0823
H -0.26894 1.20002 1.21962 0.3373 0.2952 -0.4557
H -1.76459 0.62082 0.57497 -0.2216 -0.6644 0.0843
H 0.14852 0.08406 -2.66758 0.4859 0.4739 0.3100
H -1.51854 0.15343 -2.17233 -0.3010 -0.5994 -0.5663
C 0.71130 -5.23962 0.40737 0.3783 -0.3588 -1.5744
C 1.88595 -5.46200 1.34631 0.1268 1.2349 0.5845
C 2.13921 -6.94808 1.42314 -1.8849 0.5601 -1.7560
O 1.48493 -7.41224 0.13467 1.7359 -1.8777 2.1040
C 1.01243 -6.36548 -0.62848 -0.8884 0.9006 0.8149
H 0.76692 -4.30363 -0.14845 0.0513 0.3776 0.3814
H -0.30366 -5.31888 0.79682 0.1857 -0.3241 0.2598
H 1.75935 -5.06561 2.35376 -0.1559 0.1759 0.0461
H 2.70409 -4.88448 0.91593 0.3088 -0.3491 0.0625
H 1.55016 -7.35528 2.24492 0.0577 -0.3896 -0.1195
H 3.19155 -7.19365 1.56583 -0.0716 -0.3279 -0.6194
H 0.08013 -6.67527 -1.10065 0.0792 -0.1555 -0.2318
H 1.74504 -6.10010 -1.39069 0.0417 0.4253 -0.1095
N 4.55372 -2.10621 -3.67905 -0.7651 0.4323 0.3823
C 3.60042 -1.47313 -2.92789 1.5956 0.2249 -0.8128
C 3.82152 -0.22598 -2.38568 0.6425 0.4691 0.1441
C 5.05639 0.42298 -2.59394 -1.7448 -0.6014 -0.0148
C 6.00076 -0.23897 -3.33300 0.9314 0.1263 0.3968
C 5.73569 -1.49839 -3.86892 -1.3917 -0.2536 0.9016
H 2.62818 -1.91209 -2.75920 0.1020 -0.6151 -0.2138
H 3.07199 0.21799 -1.74733 -0.2021 0.1811 -0.0681
H 5.18249 1.42819 -2.21971 0.3337 -0.0323 0.1658
H 6.98803 0.19824 -3.30948 0.2132 -0.0799 -0.6934
H 6.46392 -2.09679 -4.39617 0.1813 0.1959 -0.1407
N -1.70443 -5.75930 5.19923 -0.4904 0.5823 -0.7938
C -2.73324 -4.89108 5.42879 1.4072 -0.2666 -1.5030
C -2.87584 -3.71827 4.68943 -0.0296 -0.8796 -0.1403
C -1.98412 -3.43131 3.66303 -0.6443 -0.9293 0.0837
C -0.96746 -4.35190 3.35317 -0.2301 0.4211 1.1480
C -0.85895 -5.51395 4.14746 -1.0758 1.6989 1.7109
H -3.52513 -5.12510 6.12489 0.3762 -0.4059 0.4583
H -3.77145 -3.13279 4.83603 0.1333 0.3616 0.1536
H -2.29098 -2.57927 3.07459 0.8400 0.2718 -0.2945
H -0.19596 -4.05639 2.65757 -0.0886 -0.3558 -0.2885
H 0.02105 -6.13967 4.12573 -0.1108 -0.3268 -0.3983
N -4.54053 2.62240 -1.93416 0.7011 0.3222 -1.5446
C -3.50339 2.90284 -2.76149 -0.3081 -0.0948 1.3494
C -3.19901 4.18291 -3.25348 0.6519 -1.7222 0.2809
C -3.93355 5.21911 -2.78992 -1.7894 0.9341 0.2647
C -5.09800 4.95652 -2.03377 1.4880 0.2054 -0.3397
C -5.35856 3.64006 -1.69988 -0.7563 0.7274 -0.0915
H -2.84234 2.05675 -2.87783 0.1799 0.0122 -0.4603
H -2.32640 4.33700 -3.87090 -0.0808 -0.0663 -0.0959
H -3.69586 6.22090 -3.11600 0.0104 0.1978 0.1964
H -5.69574 5.76963 -1.64911 -0.2605 -0.0757 -0.2009
H -6.34575 3.44461 -1.30790 0.0826 -0.4135 0.6735
N 4.11416 -3.00904 1.86265 0.5423 0.0911 1.3367
C 4.16715 -3.63561 3.07570 -1.3761 0.0314 -0.6047
C 3.42638 -3.24860 4.19265 -0.0154 2.6347 -0.1355
C 2.83974 -1.96068 4.11598 -0.0398 0.4575 -1.7379
C 2.82827 -1.25079 2.88430 0.2662 -1.4949 1.4704
C 3.47750 -1.83302 1.80585 -0.4701 -0.3635 0.3594
H 4.67312 -4.58675 3.15140 0.3172 -0.0610 -0.4575
H 3.36794 -3.73872 5.15326 0.3489 -0.4829 -0.1948
H 2.37334 -1.38510 4.90184 -0.1405 -0.7061 0.6172
H 2.26427 -0.33258 2.81213 0.1863 0.1739 -0.0926
H 3.39512 -1.30674 0.86636 0.3695 -0.2689 -0.4672
N -4.98985 0.42346 2.15227 1.3885 -1.4050 -1.8242
C -4.56760 0.57272 0.84561 -0.6214 -0.8416 2.0480
C -4.22200 -0.52485 0.06414 0.9159 -0.2969 -0.8929
C -4.14219 -1.82989 0.53185 -1.7903 0.3579 1.8033
C -4.61411 -2.01057 1.85600 1.2846 0.7817 -0.6499
C -4.93011 -0.86844 2.58445 -0.8114 1.0450 0.0171
H -4.46190 1.58657 0.48878 -0.2711 -0.0234 -0.2314
H -3.89158 -0.41093 -0.95774 -0.0783 0.6013 -0.1676
H -3.88856 -2.67098 -0.09635 0.2101 0.0790 -0.0739
H -4.55381 -2.93938 2.40379 -0.2038 -0.2215 -0.2567
H -5.21527 -0.98504 3.61958 -0.0872 -0.0748 0.2064
```
Positions in Å, forces in eV/Å.